w:
{
  "formula": "C5H12N2",
  "method": "ωB97M-V/def2-TZVPD",
  "species": ["C", "C", "N", "N", "C", "H", "H", "H", "H", "H", "H", "H", "H", "C", "C", "H", "H", "H", "H"],
  "positions_angstrom": [[0.054, -0.898, 1.373], [0.434, 0.493, 0.976], [1.702, 0.910, 1.376], [-1.702, 1.092, 0.094], [-0.550, 1.445, 0.619], [2.081, 0.473, 2.203], [1.902, 1.898, 1.326], [-2.231, 1.906, -0.210], [-1.096, 0.185, -1.386], [-0.221, 2.492, 0.640], [0.612, -1.639, 0.784], [-1.004, -1.066, 1.185], [0.260, -1.073, 2.434], [-0.148, -0.314, -1.816], [-0.230, -1.688, -2.012], [-0.655, -2.332, -1.253], [0.255, 0.259, -2.649], [0.398, 0.026, -0.777], [0.139, -2.170, -2.907]],
  "lowdin_charge": [-0.06, -0.42, 0.09, 0.03, -0.26, 0.09, 0.08, 0.05, 0.07, 0.11, 0.08, 0.08, 0.08, -0.22, -0.04, 0.04, 0.08, 0.09, 0.04],
  "homo_ev": [-7.0, -6.9],
  "orbital_gap_ha": [0.2893, 0.2557]
}

---

x:
{
  "formula": "C5H12N2",
  "method": "ωB97M-V/def2-TZVPD",
  "species": ["C", "C", "C", "C", "N", "C", "N", "H", "H", "H", "H", "H", "H", "H", "H", "H", "H", "H", "H"],
  "positions_angstrom": [[-1.215, 2.242, -1.999], [-1.755, 1.048, -1.198], [-0.970, 0.858, 0.136], [-0.391, -0.506, 0.373], [0.595, -0.551, 1.511], [1.559, -1.398, 1.434], [2.273, -1.830, 0.338], [-0.182, 2.689, -1.967], [-1.535, 2.169, -3.052], [-1.704, 3.134, -1.522], [-2.816, 1.252, -1.012], [-1.649, 0.148, -1.792], [-1.569, 1.093, 1.005], [-0.154, 1.564, 0.000], [0.096, -0.934, -0.487], [-1.094, -1.288, 0.742], [1.910, -1.689, 2.421], [1.586, -2.217, -0.313], [3.070, -2.430, 0.465]],
  "lowdin_charge": [-0.14, -0.25, -0.20, -0.25, 0.01, -0.33, 0.07, 0.08, 0.07, 0.08, 0.10, 0.09, 0.11, 0.10, 0.08, 0.13, 0.10, 0.08, 0.08],
  "homo_ev": -8.7,
  "smiles": "CCCC/N=C\\N",
  "orbital_gap_ha": 0.3554
}

---

y:
{
  "formula": "C5H12N2",
  "method": "ωB97M-V/def2-TZVPD",
  "species": ["C", "N", "C", "C", "C", "C", "N", "H", "H", "H", "H", "H", "H", "H", "H", "H", "H", "H", "H"],
  "positions_angstrom": [[0.712, 3.291, -0.339], [0.750, 2.335, 0.762], [1.049, 0.998, 0.440], [0.492, -0.159, 0.918], [0.129, -1.293, -0.059], [-1.242, -1.945, 0.183], [-1.607, -2.856, -0.886], [0.804, 4.325, 0.013], [-0.201, 3.249, -0.967], [1.549, 3.033, -0.975], [-0.171, 2.224, 1.162], [1.561, 0.914, -0.554], [1.002, -0.636, 1.767], [0.133, -1.033, -1.126], [0.976, -2.015, 0.065], [-1.893, -1.067, 0.286], [-1.242, -2.428, 1.163], [-2.055, -3.711, -0.572], [-0.748, -3.227, -1.280]],
  "lowdin_charge": [-0.12, -0.08, -0.15, -0.16, -0.26, -0.32, -0.02, 0.08, 0.09, 0.07, 0.11, 0.12, 0.10, 0.10, 0.11, 0.10, 0.10, 0.06, 0.06],
  "homo_ev": -7.4,
  "smiles": "CN/C=C/CCN",
  "orbital_gap_ha": 0.2979
}

---

Which of them is the most stable, and which is the least stable? x and w, in that order.